(A)
Entry from OMol25: a cluster of 2 separate species, C9H14 in total (ωB97M-V with the def2-TZVPD basis set).

Its frontier orbital gap (spin up / spin down) is 2.9275 / 7.3800 eV. Its spin multiplicity is 2. The value obtained for the LUMO energy (spin up / spin down) is 3.96 / 3.85 eV. The total charge is -1. Its expectation value of S² is 0.759.

The geometry in XYZ format:
```
23
Properties=species:S:1:pos:R:3:mulliken_charge:R:1
C -2.90 -0.87 1.22 -1.2393
C 0.94 2.13 -0.34 -0.8252
C 2.90 -1.20 -1.02 -1.1195
C -1.59 -0.41 2.13 -0.5831
C -0.36 1.78 -0.79 -0.0284
C 1.70 -0.16 -0.96 0.4347
C -0.67 0.58 -1.20 -1.0280
C 0.35 -0.41 -1.30 -0.0383
C 1.92 1.15 -0.45 -0.2516
H -1.09 2.69 -0.69 0.1059
H -2.49 -1.66 0.62 0.2842
H -0.92 0.17 1.48 0.0087
H 1.18 3.14 0.07 0.3001
H -1.59 0.30 -1.55 0.5356
H -1.98 0.26 2.92 0.3052
H -1.12 -1.31 2.50 0.2777
H 3.01 1.26 -0.19 0.1054
H 2.88 -1.57 -2.14 0.1912
H 3.91 -0.81 -0.76 0.3074
H 0.05 -1.48 -1.62 0.1365
H -3.33 -0.13 0.70 0.3515
H 2.70 -2.15 -0.47 0.2389
H -3.52 -1.29 1.83 0.5306
```

(B)
Entry from OMol25: a cluster of 2 separate species, C9H14 in total (ωB97M-V with the def2-TZVPD basis set).

Its frontier orbital gap (spin up / spin down) is 3.3600 / 7.1188 eV. Its spin multiplicity is 2. The value obtained for the LUMO energy (spin up / spin down) is 4.19 / 3.98 eV. The total charge is -1. Its expectation value of S² is 0.761.

The geometry in XYZ format:
```
23
Properties=species:S:1:pos:R:3:mulliken_charge:R:1
C 1.54 -1.37 1.53 -0.8107
C -0.75 1.34 0.66 -0.5200
C -0.30 0.40 -1.66 -0.6544
C 0.34 2.16 0.49 -0.3738
C -2.58 0.05 -0.64 -1.4589
C 0.61 -2.14 0.57 -0.5878
C 0.86 1.06 -1.57 0.0268
C -1.18 0.60 -0.55 0.4523
C 1.13 2.06 -0.70 -0.7688
H 2.03 2.66 -0.70 0.2701
H 0.35 -3.17 1.09 0.3083
H 1.77 -0.40 1.18 0.1506
H -1.26 0.90 1.51 0.3820
H 0.78 2.79 1.25 0.3202
H 1.46 0.87 -2.54 0.1680
H -0.25 -1.51 0.45 -0.0819
H -2.67 -0.92 -0.20 0.2708
H -2.97 0.25 -1.59 0.4332
H -3.12 0.70 0.07 0.3319
H 2.54 -1.88 1.51 0.3219
H 1.01 -1.58 2.52 0.2572
H -0.58 -0.34 -2.46 0.2193
H 1.22 -2.53 -0.22 0.3437
```

Verdict on stability: (A) comes out on top.

(A)
Entry from OMol25: a cluster of 2 separate species, C9H14 in total (ωB97M-V with the def2-TZVPD basis set).

Its frontier orbital gap (spin up / spin down) is 3.1243 / 7.2014 eV. Its spin multiplicity is 2. The value obtained for the LUMO energy (spin up / spin down) is 4.09 / 3.98 eV. The total charge is -1. Its expectation value of S² is 0.762.

The geometry in XYZ format:
```
23
Properties=species:S:1:pos:R:3:mulliken_charge:R:1
C -1.35 -0.42 2.16 -0.7156
C -0.24 -0.36 -1.47 -0.6006
C 2.04 0.13 -0.73 -0.3875
C 1.09 -0.83 -1.12 0.8496
C -2.05 0.88 1.82 -0.8372
C 0.45 1.97 -0.90 -0.9955
C 1.37 -2.32 -1.03 -1.6205
C 1.75 1.48 -0.65 -0.3871
C -0.49 0.98 -1.34 -0.3225
H 2.07 -2.57 -1.84 0.3236
H -1.38 1.73 1.94 0.2328
H 2.56 2.19 -0.51 0.3063
H -0.49 -0.55 1.50 0.0875
H 3.03 -0.26 -0.48 0.2545
H -1.08 -0.56 3.21 0.3349
H -2.44 0.96 0.80 0.2351
H -0.92 -1.04 -1.95 0.2393
H -2.92 1.01 2.48 0.3489
H 0.15 3.00 -1.02 0.3597
H -1.45 1.38 -1.69 0.3622
H 0.46 -2.92 -1.09 0.3847
H -2.00 -1.28 1.96 0.2509
H 1.85 -2.58 -0.06 0.2964
```

(B)
Entry from OMol25: a cluster of 2 separate species, C9H14 in total (ωB97M-V with the def2-TZVPD basis set).

Its frontier orbital gap (spin up / spin down) is 2.8871 / 7.1318 eV. Its spin multiplicity is 2. The value obtained for the LUMO energy (spin up / spin down) is 3.90 / 3.82 eV. The total charge is -1. Its expectation value of S² is 0.760.

The geometry in XYZ format:
```
23
Properties=species:S:1:pos:R:3:mulliken_charge:R:1
C 1.02 -2.06 -1.79 -0.5474
C 0.31 2.91 1.09 -1.4020
C -0.48 2.90 -0.01 0.2620
C 0.30 -0.83 2.09 -1.5490
C 0.04 0.40 1.30 0.4829
C -1.10 1.73 -0.53 -1.1322
C -0.44 -2.05 -1.99 -0.8420
C 0.48 1.61 1.70 0.0969
C -0.73 0.51 0.13 0.4794
H -0.46 -1.02 2.66 0.4598
H 0.31 -1.64 1.34 0.2989
H 0.58 3.77 1.65 0.2835
H 1.64 -1.50 -2.48 0.3189
H 1.03 1.66 2.78 -0.0485
H -0.76 -2.99 -2.46 0.3705
H -0.84 -1.15 -2.53 0.2494
H -0.72 3.75 -0.53 0.4167
H 1.27 -1.64 -0.73 0.0136
H -1.27 -0.45 -0.31 -0.2132
H 1.21 -0.74 2.68 0.2934
H 1.31 -3.10 -1.58 0.2676
H -1.03 -2.07 -1.01 0.1988
H -1.67 2.01 -1.46 0.2421
```

(C)
Entry from OMol25: a cluster of 2 separate species, C9H14 in total (ωB97M-V with the def2-TZVPD basis set).

Its frontier orbital gap (spin up / spin down) is 2.8895 / 7.2435 eV. Its spin multiplicity is 2. The value obtained for the LUMO energy (spin up / spin down) is 3.96 / 3.85 eV. The total charge is -1. Its expectation value of S² is 0.759.

The geometry in XYZ format:
```
23
Properties=species:S:1:pos:R:3:mulliken_charge:R:1
C 0.40 -1.38 1.16 -0.3172
C -0.31 -0.20 0.98 -0.6379
C -0.24 2.39 0.92 -1.5888
C 0.39 1.00 0.94 1.3297
C -1.96 -0.08 -2.07 -0.4773
C -0.94 -1.28 -2.00 -0.9328
C 1.77 -1.49 1.34 -0.9557
C 1.75 0.95 1.19 -0.8859
C 2.40 -0.32 1.33 -0.2716
H -0.39 2.52 -0.11 0.3180
H -1.44 -0.28 1.02 0.2420
H -2.89 -0.38 -1.61 0.2232
H 2.34 1.87 0.93 0.0540
H -1.05 -1.76 -3.00 0.3120
H 2.24 -2.40 1.46 0.5042
H -1.45 0.83 -1.56 -0.1305
H 0.01 -1.09 -1.59 0.2641
H -2.12 0.26 -3.19 0.3591
H -0.23 -2.28 1.20 0.2970
H 3.48 -0.24 1.58 0.2262
H 0.58 3.08 1.15 0.3933
H -1.22 2.47 1.28 0.3588
H -1.11 -2.18 -1.36 0.3160
```

(D)
Entry from OMol25: a cluster of 2 separate species, C9H14 in total (ωB97M-V with the def2-TZVPD basis set).

Its frontier orbital gap (spin up / spin down) is 2.6960 / 6.5994 eV. Its spin multiplicity is 2. The value obtained for the LUMO energy (spin up / spin down) is 3.54 / 3.51 eV. The total charge is -1. Its expectation value of S² is 0.762.

The geometry in XYZ format:
```
23
Properties=species:S:1:pos:R:3:mulliken_charge:R:1
C 0.26 1.94 -3.70 -0.8882
C -0.75 -0.37 1.13 0.8219
C -0.18 -0.26 2.46 -0.6717
C -1.17 1.41 -3.62 -0.8245
C 1.16 -0.49 2.66 -0.1702
C -2.21 -0.58 0.91 -1.2950
C 2.05 -0.87 1.63 -0.8095
C 0.16 -0.66 0.09 -0.5986
C 1.48 -0.97 0.30 -0.4086
H -2.43 -1.65 0.67 0.2621
H -0.90 -0.25 3.27 0.2290
H -2.64 -0.03 0.08 0.2315
H 0.73 1.99 -2.72 0.3293
H 0.76 1.38 -4.49 0.2529
H 2.96 -1.38 1.90 0.2258
H 0.23 2.94 -4.16 0.2997
H -1.29 0.46 -3.09 0.2513
H -2.84 -0.45 1.80 0.3645
H -0.06 -0.58 -0.98 0.1868
H -1.82 2.11 -3.10 0.2507
H -1.57 1.24 -4.62 0.3160
H 1.60 -0.31 3.65 0.2935
H 2.13 -1.12 -0.56 0.3513
```

Verdict on stability: (A) comes out on top.

(A)
Entry from OMol25: the ion C3H4N3 with charge +1 (ωB97M-V with the def2-TZVPD basis set).

Its frontier orbital gap (spin up / spin down) is 6.4665 / 6.1665 eV. The value obtained for the LUMO energy (spin up / spin down) is -7.57 / -7.70 eV. The total charge is +1.

The geometry in XYZ format:
```
10
Properties=species:S:1:pos:R:3:mulliken_charge:R:1
N -0.32 0.47 0.01 0.1416
N 1.38 -0.93 -0.10 0.1991
N 1.91 0.31 0.02 -0.3877
C 0.05 -0.91 0.10 -0.0656
C -1.50 0.97 -0.08 -0.0076
C 0.92 1.18 0.12 -0.1523
H -0.67 -1.82 0.23 0.3511
H -2.39 0.51 0.30 0.3087
H -1.36 2.00 -0.47 0.3302
H 1.98 -1.78 -0.14 0.2824
```

(B)
Entry from OMol25: the ion C3H4N3 with charge +1 (ωB97M-V with the def2-TZVPD basis set).

Its frontier orbital gap (spin up / spin down) is 7.4337 / 7.7391 eV. The value obtained for the LUMO energy (spin up / spin down) is -9.68 / -9.77 eV. The total charge is +1.

The geometry in XYZ format:
```
10
Properties=species:S:1:pos:R:3:mulliken_charge:R:1
N 1.86 0.16 1.06 -0.1650
N 3.24 0.03 -0.52 -0.0114
N 3.04 -0.10 0.69 0.0326
C 2.06 -0.06 -1.13 -0.1129
C 1.11 0.15 -0.03 0.6637
C -0.34 0.70 -0.03 -0.8779
H -0.21 1.53 -0.69 0.3437
H 1.85 -0.17 -2.20 0.4091
H -0.91 0.02 -0.73 0.3718
H -0.49 1.02 0.96 0.3462
```

Verdict on stability: (A) comes out on top.